# 1
{
  "formula": "C11H15ClN2O4S",
  "method": "wB97M-V/def2-TZVPD",
  "largest_force_ev_per_a": 1.08,
  "smiles": "COc1ccc(Cl)cc1NS(=O)(=O)N1CCOCC1",
  "e_lumo_ha": 0.022,
  "total_charge": 0,
  "gap_ev": 9.0,
  "species": ["C", "O", "C", "C", "C", "C", "Cl", "C", "C", "N", "S", "O", "O", "N", "C", "C", "O", "C", "C", "H", "H", "H", "H", "H", "H", "H", "H", "H", "H", "H", "H", "H", "H", "H"],
  "xyz": [[1.81, 3.22, 2.83], [0.99, 2.32, 2.11], [1.31, 0.99, 2.13], [2.41, 0.45, 2.77], [2.65, -0.92, 2.73], [1.78, -1.74, 2.04], [2.07, -3.44, 1.97], [0.67, -1.22, 1.39], [0.43, 0.14, 1.43], [-0.66, 0.70, 0.79], [-1.77, -0.10, -0.14], [-2.31, -1.22, 0.57], [-2.65, 0.93, -0.60], [-0.78, -0.69, -1.34], [-1.19, -1.95, -1.94], [-2.25, -1.71, -3.01], [-1.79, -0.79, -3.99], [-1.47, 0.45, -3.40], [-0.39, 0.30, -2.33], [1.35, 4.20, 2.69], [1.83, 2.98, 3.89], [2.83, 3.23, 2.43], [3.10, 1.08, 3.32], [3.51, -1.33, 3.23], [-0.02, -1.86, 0.87], [-0.78, 1.69, 0.90], [-1.58, -2.58, -1.15], [-0.30, -2.41, -2.38], [-2.48, -2.63, -3.55], [-3.16, -1.32, -2.53], [-1.11, 1.09, -4.22], [-2.37, 0.90, -2.95], [-0.24, 1.25, -1.80], [0.55, -0.03, -2.78]],
  "mulliken_charge": [-0.9501, -0.4157, 0.6859, -0.4315, -0.8272, -0.0914, -0.2394, -0.6252, 0.6779, -0.3054, 1.2245, -0.6617, -0.7332, 0.0248, -0.7303, -0.5076, -0.4085, -0.4890, -0.8171, 0.2441, 0.3793, 0.3746, 0.3932, 0.4182, 0.5251, 0.2831, 0.4505, 0.3445, 0.3736, 0.3327, 0.3753, 0.3351, 0.3806, 0.4106]
}


# 2
{
  "formula": "C11H15F4N2O5P",
  "method": "wB97M-V/def2-TZVPD",
  "largest_force_ev_per_a": 1.99,
  "smiles": "CP(O)[C@@]1(C(F)(F)C(F)F)[C@H](N=C=O)OC(=O)[C@@]1(N)CCCO",
  "e_lumo_ha": 0.018,
  "total_charge": 0,
  "gap_ev": 9.8,
  "species": ["C", "P", "O", "C", "C", "F", "F", "C", "F", "F", "C", "N", "C", "O", "O", "C", "O", "C", "N", "C", "C", "C", "O", "H", "H", "H", "H", "H", "H", "H", "H", "H", "H", "H", "H", "H", "H", "H"],
  "xyz": [[-2.31, -0.94, 1.97], [-1.81, 0.66, 1.19], [-3.28, 1.25, 0.72], [-0.88, 0.17, -0.41], [-1.71, -0.55, -1.48], [-0.97, -1.44, -2.21], [-2.67, -1.31, -0.82], [-2.51, 0.26, -2.52], [-1.68, 0.67, -3.52], [-3.16, 1.31, -1.96], [-0.04, 1.43, -0.79], [-0.59, 2.32, -1.79], [0.21, 2.88, -2.53], [0.89, 3.41, -3.27], [1.29, 1.01, -1.08], [1.31, -0.36, -1.06], [1.94, -1.04, -1.79], [0.32, -0.75, 0.06], [0.13, -2.18, 0.09], [1.03, -0.32, 1.36], [2.52, -0.73, 1.40], [3.49, 0.40, 1.12], [4.55, 0.32, 2.06], [-3.38, -0.90, 2.13], [-2.11, -1.83, 1.38], [-1.85, -0.99, 2.94], [-3.87, 0.52, 0.51], [-3.25, -0.41, -2.97], [0.02, 2.02, 0.12], [-0.80, -2.49, -0.15], [0.33, -2.56, 1.00], [0.55, -0.80, 2.21], [0.97, 0.75, 1.56], [2.71, -1.59, 0.77], [2.73, -1.03, 2.42], [3.87, 0.36, 0.10], [2.99, 1.36, 1.22], [5.03, 1.15, 2.05]],
  "mulliken_charge": [-1.1413, 0.0336, -0.4734, 1.2204, 0.5843, -0.2928, -0.2949, -0.0884, -0.2442, -0.2102, -0.7327, -0.4844, 0.5647, -0.4016, -0.3982, -0.0053, -0.5536, 0.5652, -0.4534, -1.2973, -0.9558, -0.4389, -0.5341, 0.4184, 0.3737, 0.3302, 0.3081, 0.3667, 0.6570, 0.3434, 0.3482, 0.5448, 0.5122, 0.4133, 0.5000, 0.2961, 0.2969, 0.3233]
}


# 3
{
  "formula": "C11H15FIN",
  "method": "wB97M-V/def2-TZVPD",
  "largest_force_ev_per_a": 5.35,
  "smiles": "CC(C)c1cccc(N[C@@](C)(F)I)c1",
  "e_lumo_ha": 0.008,
  "total_charge": 0,
  "gap_ev": 8.4,
  "species": ["C", "C", "C", "C", "C", "C", "C", "C", "N", "C", "C", "F", "I", "C", "H", "H", "H", "H", "H", "H", "H", "H", "H", "H", "H", "H", "H", "H", "H"],
  "xyz": [[2.23, -1.44, -1.29], [2.10, -1.34, 0.26], [1.38, -2.65, 0.68], [1.34, -0.13, 0.66], [1.99, 0.80, 1.41], [1.42, 1.98, 1.79], [0.17, 2.28, 1.39], [-0.46, 1.36, 0.46], [-1.73, 1.75, -0.02], [-2.73, 1.06, -0.74], [-3.92, 1.91, -1.14], [-2.23, 0.39, -1.81], [-3.55, -0.72, 0.48], [0.09, 0.07, 0.24], [1.23, -1.69, -1.69], [2.85, -2.41, -1.61], [2.59, -0.63, -1.77], [3.09, -1.37, 0.78], [0.43, -2.74, 0.36], [1.48, -2.80, 1.85], [1.88, -3.62, 0.15], [2.99, 0.54, 1.57], [1.81, 2.73, 2.43], [-0.12, 3.30, 1.53], [-2.13, 2.60, 0.36], [-4.43, 1.32, -1.91], [-4.33, 2.24, -0.17], [-3.60, 2.93, -1.76], [-0.44, -0.63, -0.43]],
  "mulliken_charge": [-1.4045, 0.1806, -1.3713, 0.3866, -0.7171, -0.6437, -0.9489, 0.4331, -0.0590, 0.0968, -1.2520, -0.2616, -0.0286, 0.2121, 0.3123, 0.3169, 0.4527, 0.3587, 0.3921, 0.2774, 0.3197, 0.4300, 0.3855, 0.3329, 0.2450, 0.3806, 0.4300, 0.2936, 0.4502]
}


# 4
{
  "formula": "C11H15IN3",
  "method": "wB97M-V/def2-TZVPD",
  "largest_force_ev_per_a": 4.65,
  "smiles": "C/C=[N+]1\\C=CC2=C1[C@H]([C@H](I)NC)NC=C2",
  "e_lumo_ha": [-0.195, -0.179],
  "total_charge": 1,
  "gap_ev": [5.8, 6.2],
  "species": ["C", "C", "N", "C", "C", "C", "C", "C", "C", "I", "N", "C", "N", "C", "C", "H", "H", "H", "H", "H", "H", "H", "H", "H", "H", "H", "H", "H", "H", "H"],
  "xyz": [[3.66, 0.08, -1.74], [2.50, -0.05, -0.88], [1.65, 0.86, -0.49], [1.80, 2.28, -0.65], [0.87, 2.91, 0.13], [-0.01, 1.92, 0.70], [0.52, 0.67, 0.24], [-0.33, -0.54, 0.50], [-1.41, -0.88, -0.63], [-3.31, 0.42, -0.47], [-1.80, -2.17, -0.87], [-2.44, -2.98, 0.15], [-1.10, -0.34, 1.76], [-1.42, 0.88, 2.22], [-0.95, 2.01, 1.68], [3.46, 0.88, -2.60], [4.14, -0.85, -2.18], [4.58, 0.32, -1.20], [2.08, -0.97, -0.61], [2.44, 2.57, -1.39], [0.79, 3.92, 0.44], [0.30, -1.54, 0.72], [-0.90, -0.42, -1.39], [-2.24, -2.21, -1.77], [-2.67, -4.01, -0.21], [-1.84, -3.03, 1.07], [-3.37, -2.58, 0.27], [-1.77, -1.08, 1.96], [-2.12, 0.98, 3.08], [-1.12, 2.96, 2.19]],
  "mulliken_charge": [-1.2820, 0.4688, 0.0272, -0.3782, -1.0402, 0.9221, -0.5777, 0.6444, -1.3017, -0.0057, -0.1784, -0.8356, 0.0379, -0.4520, -0.7439, 0.2754, 0.3679, 0.3312, 0.4148, 0.4207, 0.5073, 0.2286, 0.8851, 0.3098, 0.2980, 0.2338, 0.4233, 0.2865, 0.2955, 0.4173]
}


# 5
{
  "formula": "C11H15N",
  "method": "wB97M-V/def2-TZVPD",
  "spin_multiplicity": 2,
  "largest_force_ev_per_a": 3.62,
  "e_lumo_ha": [0.142, 0.138],
  "total_charge": -1,
  "gap_ev": [3.2, 6.7],
  "species": ["C", "C", "H", "H", "H", "H", "H", "H", "C", "C", "C", "C", "C", "C", "C", "C", "C", "N", "H", "H", "H", "H", "H", "H", "H", "H", "H"],
  "xyz": [[0.39, 0.59, 2.66], [-1.04, 1.07, 2.43], [0.40, -0.50, 2.51], [1.00, 0.93, 1.93], [0.75, 0.87, 3.61], [-0.97, 1.68, 1.58], [-1.52, 1.71, 3.30], [-1.79, 0.30, 2.26], [2.85, -0.07, -1.32], [-0.74, 0.33, -0.67], [0.44, -0.48, -0.72], [1.50, 0.34, -1.23], [0.95, 1.54, -1.54], [-1.99, -0.17, -0.22], [-2.00, -1.43, 0.31], [0.42, -1.80, -0.24], [-0.82, -2.22, 0.34], [-0.37, 1.61, -1.13], [-0.84, 2.44, -1.25], [-2.78, 0.50, -0.37], [1.34, 2.52, -1.68], [-2.83, -1.61, 0.89], [1.25, -2.49, -0.37], [2.85, -0.55, -2.34], [3.10, -0.81, -0.60], [-0.69, -3.13, 1.00], [3.63, 0.62, -1.33]],
  "lowdin_spin": [0.0021, 0.0048, 0.0028, -0.0001, 0.0004, 0.0016, -0.0001, 0.0046, 0.0016, 0.0272, 0.0688, 0.0343, 0.1535, 0.1964, 0.0905, 0.2280, 0.0695, 0.0161, 0.0026, 0.0258, 0.0228, 0.0070, 0.0297, 0.0047, 0.0026, 0.0020, 0.0007]
}


# 6
{
  "formula": "C11H15N",
  "method": "wB97M-V/def2-TZVPD",
  "largest_force_ev_per_a": 3.18,
  "smiles": "Cc1c[nH]c2ccccc12.CC",
  "e_lumo_ha": 0.034,
  "total_charge": 0,
  "gap_ev": 8.6,
  "species": ["C", "C", "C", "N", "C", "C", "C", "C", "C", "C", "H", "H", "H", "H", "H", "H", "H", "H", "H", "C", "C", "H", "H", "H", "H", "H", "H"],
  "xyz": [[0.66, 2.48, 2.00], [0.32, 1.09, 1.65], [1.21, 0.07, 1.42], [0.66, -1.17, 1.31], [-0.75, -0.97, 1.13], [-1.59, -1.82, 0.41], [-2.75, -1.23, -0.08], [-3.09, 0.12, 0.22], [-2.16, 0.92, 0.88], [-0.92, 0.41, 1.30], [1.42, 3.02, 1.43], [1.05, 2.47, 3.02], [-0.29, 3.02, 1.86], [2.29, 0.13, 1.44], [1.13, -1.98, 1.01], [-1.37, -2.86, 0.25], [-3.23, -1.79, -0.88], [-3.69, 0.70, -0.47], [-2.35, 1.99, 0.99], [1.37, 0.05, -2.20], [2.03, -1.27, -2.59], [0.92, -0.12, -1.21], [1.99, 0.94, -2.04], [0.53, 0.50, -2.74], [1.48, -2.11, -2.19], [3.06, -1.23, -2.23], [2.07, -1.37, -3.68]],
  "mulliken_charge": [-1.2366, 0.6968, -0.9741, -0.0316, 0.0800, -1.0657, -0.2536, -0.6775, -0.3984, 0.9535, 0.3163, 0.2807, 0.3061, 0.3909, 0.2448, 0.4195, 0.3457, 0.2663, 0.2854, -0.4660, -0.8801, -0.1209, 0.3414, 0.3449, 0.2844, 0.2398, 0.3079]
}